# 1
Below is a 2-piece molecular cluster, C25H48Cl4N3O4S overall, with properties calculated with the ωB97M-V functional and the def2-TZVPD basis.

Each line ends with the Mulliken charge.
CARTESIAN COORDINATES (ANGSTROEM)
C  5.092660  3.588632  1.212999  -0.88
C  5.506069  2.347939  0.271474  -0.34
S  4.992203  0.688380  0.988859  -0.01
C  3.688995  0.102676  -0.240544  -0.85
N  2.271064  0.113659  0.352284  1.06
C  2.056257  1.388240  1.118526  -0.84
C  0.545832  1.928422  1.232725  0.00
C  0.267936  3.224978  0.275112  -0.87
C  -0.834274  2.978798  -0.857374  -0.23
C  -2.324863  2.705496  -0.278045  -0.23
C  -3.044664  4.100350  0.114806  -0.65
O  -4.357959  3.755026  0.651705  -0.34
C  -4.165920  3.383506  2.024814  0.76
C  -3.948086  4.598823  3.057463  -0.88
O  -4.149596  2.169928  2.366037  -0.54
C  1.335202  0.057913  -0.834679  -0.48
C  1.738997  -0.982378  -1.990603  -0.73
C  0.355475  -1.696591  -2.492154  -0.41
C  -0.557552  -0.755543  -3.420999  -1.09
N  -2.021984  -0.937568  -3.213459  0.13
C  -2.381077  -0.516733  -1.819928  0.32
C  -2.460762  -2.310030  -3.467267  0.58
C  -3.923229  -2.710712  -2.891815  -0.90
O  -1.835639  -3.180447  -4.117960  -0.46
C  2.162816  -1.160317  1.146458  -0.62
C  1.327153  -1.076826  2.508393  -0.69
N  1.435741  -2.408071  3.164954  0.29
C  1.375953  -2.334375  4.653343  -0.53
C  0.016156  -1.731841  5.257594  -0.73
C  0.526869  -3.414058  2.594131  0.37
C  -0.939143  -3.161495  2.013069  -0.55
O  0.937935  -4.614149  2.605832  -0.59
H  5.693364  3.543659  2.179115  0.30
H  3.967900  3.711450  1.358794  0.21
H  5.444784  4.536663  0.650186  0.34
H  4.952095  2.501330  -0.732362  0.20
H  6.624397  2.384898  0.048187  0.44
H  4.030310  -0.970344  -0.491605  0.45
H  3.768835  0.713907  -1.197961  0.39
H  2.627069  2.210071  0.538755  0.01
H  2.497452  1.397764  2.168593  0.49
H  -0.267283  1.133293  1.148783  -0.17
H  0.437045  2.355140  2.303286  0.56
H  1.215690  3.623686  -0.217828  0.42
H  -0.132197  4.085725  0.935308  0.35
H  -0.926184  3.977001  -1.438832  0.51
H  -0.526952  2.210091  -1.661622  -0.18
H  -2.922990  2.311032  -1.184476  0.04
H  -2.356209  1.927071  0.552841  0.27
H  -3.250430  4.755356  -0.814171  0.30
H  -2.403615  4.738850  0.810169  0.32
H  -4.401720  5.523720  2.555480  0.33
H  -2.806766  4.782831  3.071160  0.21
H  -4.376103  4.400329  4.091452  0.32
H  0.308348  -0.289942  -0.437369  -0.03
H  1.299915  1.095046  -1.310857  0.38
H  2.381827  -1.868719  -1.622106  0.35
H  2.207919  -0.451641  -2.891054  0.31
H  -0.180085  -2.161038  -1.598641  0.23
H  0.716404  -2.571970  -3.154906  0.46
H  -0.206705  0.333560  -3.252035  0.43
H  -0.283546  -0.988614  -4.518877  0.35
H  -1.569127  0.194977  -1.457517  -0.74
H  -2.398698  -1.387928  -1.062561  0.01
H  -3.360740  0.060829  -1.866619  0.35
H  -4.250732  -3.744700  -3.241539  0.29
H  -4.698694  -1.890596  -3.134089  0.30
H  -3.895247  -2.763982  -1.736324  0.22
H  1.707699  -2.041291  0.550263  0.07
H  3.214455  -1.537504  1.442799  0.32
H  0.236192  -0.732714  2.327999  0.06
H  1.744397  -0.312982  3.269468  0.49
H  2.301236  -1.806556  5.096742  0.34
H  1.451341  -3.423395  5.031621  0.40
H  -0.860958  -2.265841  4.763904  0.15
H  -0.021006  -2.033510  6.372326  0.37
H  -0.013932  -0.594555  5.123796  0.21
H  -1.694989  -3.182720  2.867537  0.33
H  -1.162395  -4.042009  1.301631  0.32
H  -0.991570  -2.213621  1.369574  -0.09
C  -1.511774  -5.874762  -6.978325  0.34
Cl  -2.356969  -6.322095  -5.481378  -0.09
Cl  -2.639713  -5.041819  -8.069018  -0.10
Cl  -0.154587  -4.794700  -6.592937  -0.09
Cl  -0.895323  -7.340364  -7.770511  -0.09

Force components x, y, z for each atom (eV/Å):
C 1.0 0.3 -0.9
C -0.9 1.4 -0.5
S -0.3 0.4 -1.4
C 2.3 -0.3 -0.3
N 0.9 -0.6 -1.0
C -0.5 2.6 0.6
C 0.0 1.2 0.6
C -0.9 -0.2 0.0
C -0.5 1.0 -0.1
C 0.4 0.7 -1.6
C 0.5 -0.5 -1.1
O 1.5 0.0 2.3
C -0.1 -3.0 1.4
C 0.3 0.0 -1.7
O -0.1 4.9 -1.5
C -1.0 -0.5 -1.4
C -1.4 -0.9 0.1
C 1.4 -0.5 -0.9
C 1.4 -0.2 -0.7
N 0.9 -2.0 1.0
C -0.1 0.6 0.5
C -0.5 -2.1 -1.1
C 0.2 0.8 0.8
O -1.2 3.3 1.9
C 0.0 -2.1 2.2
C -0.4 0.9 0.5
N -1.5 0.9 -0.8
C -0.1 -1.2 1.6
C 0.7 -0.6 0.2
C 1.1 -4.2 0.2
C 0.7 -0.2 -0.8
O -1.6 4.5 0.1
H -1.2 0.1 -1.1
H 1.6 -0.4 0.0
H -0.5 -1.4 0.9
H 1.0 -0.5 1.5
H -1.6 -0.4 0.5
H -1.1 1.7 0.4
H -0.4 -0.6 1.4
H -0.8 -1.5 0.9
H -0.3 -0.7 -1.7
H 1.2 1.1 -0.1
H 0.3 -1.0 -1.6
H -1.0 -0.7 0.7
H 0.7 -1.4 -1.0
H 0.2 -1.6 0.8
H -0.5 1.0 1.5
H 0.8 0.4 1.7
H 0.0 1.2 -1.0
H 0.4 -1.3 1.4
H -1.0 -0.9 -0.6
H 0.5 -1.3 1.0
H -1.8 -0.4 0.3
H 0.7 0.1 -1.6
H 1.6 0.9 -0.6
H -0.1 -1.3 1.0
H -0.8 1.7 -0.6
H -0.4 -0.8 1.5
H 0.6 0.8 -1.1
H -0.8 1.2 1.2
H -1.1 -1.5 -0.2
H -0.6 0.3 1.8
H -1.2 -0.8 -0.5
H -0.2 1.4 -1.2
H 1.2 -1.0 0.5
H 0.7 1.6 0.1
H 1.2 -1.4 0.2
H 0.1 0.1 -1.8
H 0.7 1.8 0.5
H -1.7 0.9 -0.4
H 1.6 -0.6 0.1
H -0.4 -1.2 -1.5
H -1.4 -0.6 -1.0
H 0.0 1.7 -0.7
H 1.0 1.0 0.6
H 0.1 0.8 -1.7
H -0.3 -1.7 0.3
H 1.0 0.3 -1.2
H 0.4 1.3 1.3
H -0.2 -1.2 1.2
C 0.0 0.0 0.0
Cl 0.1 0.1 -0.3
Cl 0.2 -0.1 0.2
Cl -0.2 -0.2 -0.1
Cl -0.1 0.3 0.1

* gap between HOMO and LUMO: 9.57 eV
* total charge: +1
* HOMO: -11.834 eV
* spin multiplicity: 1

# 2
Below is C3H10N4 as an isolated structure, with properties calculated with the ωB97M-V functional and the def2-TZVPD basis.

Each line ends with the natural charge from an NBO analysis.
CARTESIAN COORDINATES (ANGSTROEM)
C  -2.158526  -0.390112  -0.052099  -0.25
C  -0.873389  -0.919403  0.634243  -0.25
C  1.333917  0.074287  0.139390  0.57
H  -1.539863  1.593770  0.150117  0.37
H  -1.218533  0.862596  -1.289148  0.34
H  -2.820514  -0.113738  0.812238  0.20
H  -2.677513  -1.072137  -0.841263  0.19
H  -0.606558  -0.192124  1.411328  0.24
H  -0.920896  -1.995891  1.044743  0.20
H  0.575435  -1.933335  -0.933029  0.40
H  3.235108  0.549125  -0.557001  0.40
H  2.531506  -0.882715  -1.141356  0.37
H  1.374112  2.075894  0.713443  0.36
N  -2.050975  1.040937  -0.614953  -0.82
N  0.418421  -0.898506  -0.173850  -0.65
N  2.557140  -0.167290  -0.291112  -0.81
N  0.826230  1.241992  0.551447  -0.87

Force components x, y, z for each atom (eV/Å):
C -1.1 1.4 0.3
C 1.4 -1.1 -0.7
C -3.1 4.3 -0.7
H -0.9 -1.0 -1.4
H -1.7 1.1 1.0
H 0.0 -1.4 -0.7
H 1.0 1.1 1.5
H -0.5 -0.5 0.1
H -0.5 1.7 -0.5
H -0.1 4.7 3.5
H -0.9 0.1 0.7
H 0.3 1.8 2.7
H 0.9 -0.7 -0.1
N 3.4 -1.7 -0.3
N -1.8 -4.4 -1.9
N 3.5 -3.1 -3.9
N 0.1 -2.4 0.1

* gap between HOMO and LUMO: 8.88 eV
* total charge: 0
* energy relative to the best compared isomer or geometry (same formula, charge and spin): 2.667 eV
* HOMO: -8.488 eV
* spin multiplicity: 1

Question: Among the records above, which one has the lowest gap between HOMO and LUMO?
Answer: C3H10N4

Question: HOMO of number 2 (C3H10N4)?
Answer: -8.488 eV

Question: Look up the gap between HOMO and LUMO of the second one.
Answer: 8.88 eV

Repeat the second record exactly.
Below is C3H10N4 as an isolated structure, with properties calculated with the ωB97M-V functional and the def2-TZVPD basis.

Each line ends with the natural charge from an NBO analysis.
CARTESIAN COORDINATES (ANGSTROEM)
C  -2.158526  -0.390112  -0.052099  -0.25
C  -0.873389  -0.919403  0.634243  -0.25
C  1.333917  0.074287  0.139390  0.57
H  -1.539863  1.593770  0.150117  0.37
H  -1.218533  0.862596  -1.289148  0.34
H  -2.820514  -0.113738  0.812238  0.20
H  -2.677513  -1.072137  -0.841263  0.19
H  -0.606558  -0.192124  1.411328  0.24
H  -0.920896  -1.995891  1.044743  0.20
H  0.575435  -1.933335  -0.933029  0.40
H  3.235108  0.549125  -0.557001  0.40
H  2.531506  -0.882715  -1.141356  0.37
H  1.374112  2.075894  0.713443  0.36
N  -2.050975  1.040937  -0.614953  -0.82
N  0.418421  -0.898506  -0.173850  -0.65
N  2.557140  -0.167290  -0.291112  -0.81
N  0.826230  1.241992  0.551447  -0.87

Force components x, y, z for each atom (eV/Å):
C -1.1 1.4 0.3
C 1.4 -1.1 -0.7
C -3.1 4.3 -0.7
H -0.9 -1.0 -1.4
H -1.7 1.1 1.0
H 0.0 -1.4 -0.7
H 1.0 1.1 1.5
H -0.5 -0.5 0.1
H -0.5 1.7 -0.5
H -0.1 4.7 3.5
H -0.9 0.1 0.7
H 0.3 1.8 2.7
H 0.9 -0.7 -0.1
N 3.4 -1.7 -0.3
N -1.8 -4.4 -1.9
N 3.5 -3.1 -3.9
N 0.1 -2.4 0.1

* gap between HOMO and LUMO: 8.88 eV
* total charge: 0
* energy relative to the best compared isomer or geometry (same formula, charge and spin): 2.667 eV
* HOMO: -8.488 eV
* spin multiplicity: 1